{"formula": "C2H4BrP", "method": "wB97M-V/def2-TZVPD", "total_energy_ev": -81467.126, "e_lumo_ha": -0.00925, "smiles": "C=CPBr", "mol_weight_g_mol": 138.9, "gap_ev": 9.09, "de_lowest_kcal_mol": 58.3, "elements": ["C", "C", "P", "Br", "H", "H", "H", "H"], "coordinates": [[0.7111, -0.0801, 1.2510], [-0.0460, -0.2295, 0.1698], [-1.5091, -0.5168, -1.0223], [-0.2775, 0.0112, -2.9295], [0.2879, -0.1781, 2.1713], [1.7096, 0.1000, 1.1660], [0.6639, 0.2604, -0.5413], [-1.5398, 0.6329, -0.2648]]}

---

{"formula": "C5H13NOS", "method": "wB97M-V/def2-TZVPD", "total_energy_ev": -19767.915, "e_lumo_ha": 0.02635, "smiles": "CC(N)=O.CCSC", "mol_weight_g_mol": 135.2, "gap_ev": 9.52, "de_lowest_kcal_mol": 27.4, "elements": ["C", "C", "N", "O", "H", "H", "H", "H", "H", "C", "C", "S", "C", "H", "H", "H", "H", "H", "H", "H", "H"], "coordinates": [[-0.5448, -0.4117, 2.4185], [0.8912, -0.9140, 2.2836], [1.9529, -0.0980, 2.4494], [1.0315, -2.1310, 2.2772], [-1.2344, -0.7391, 1.6432], [-0.7537, 0.6485, 2.2745], [-0.7552, -0.9139, 3.3661], [2.8931, -0.4295, 2.3207], [1.7656, 0.8893, 2.3885], [-1.2914, -1.0248, -3.0188], [-0.2319, 0.0389, -2.7769], [-0.0844, 0.8286, -1.0474], [-1.2066, 2.3451, -0.9958], [-1.6168, -1.3693, -2.0314], [-0.8161, -1.7555, -3.6900], [-2.2811, -0.8410, -3.4856], [0.7403, -0.4337, -2.7969], [-0.1698, 0.8277, -3.5174], [-0.6767, 3.1403, -0.5050], [-1.2960, 2.5624, -2.0754], [-2.2649, 2.1609, -0.8277]]}

---

{"formula": "C4H9ClO2S", "method": "wB97M-V/def2-TZVPD", "total_energy_ev": -31743.542, "e_lumo_ha": 0.01877, "mol_weight_g_mol": 156.6, "gap_ev": 10.00, "de_lowest_kcal_mol": 50.4, "elements": ["C", "C", "C", "C", "O", "O", "S", "Cl", "H", "H", "H", "H", "H", "H", "H", "H", "H"], "coordinates": [[1.8495, -1.5530, 0.3428], [-2.3173, 1.0423, -0.3963], [0.4273, 1.0615, 0.1264], [2.1366, -0.1422, 0.7069], [-1.0771, -1.2260, 0.0813], [-1.1825, 0.3731, 1.9293], [-1.0457, 0.1246, 0.5113], [3.3187, 0.6600, -0.1223], [1.0699, -1.6281, -0.4636], [1.4861, -2.1242, 1.1281], [2.8809, -1.9854, 0.0683], [-2.0521, 2.0697, -0.0917], [-2.2510, 0.7470, -1.4946], [-3.2896, 0.8666, 0.0368], [0.4385, 2.0693, 0.6426], [0.4976, 1.1452, -0.9543], [2.0227, 0.0626, 1.7868]]}

---

{"formula": "C7H19O4PSi", "method": "wB97M-V/def2-TZVPD", "total_energy_ev": -32920.259, "e_lumo_ha": [0.02878, -0.01404], "mol_weight_g_mol": 226.3, "gap_ev": [7.68, 6.09], "de_lowest_kcal_mol": 44.3, "elements": ["C", "C", "C", "C", "C", "C", "C", "O", "O", "O", "O", "Si", "P", "H", "H", "H", "H", "H", "H", "H", "H", "H", "H", "H", "H", "H", "H", "H", "H", "H", "H", "H"], "coordinates": [[-3.0752, -1.5143, -1.3363], [-2.6731, 2.0294, 0.2181], [1.0409, -3.0312, 1.3616], [1.0412, 2.1879, 0.9597], [1.9284, 1.3950, -2.0246], [3.5056, 0.2105, 0.4920], [-2.6353, -0.1631, 0.6726], [0.5650, -1.9668, -1.3232], [-3.2329, -0.3438, -0.5453], [-2.7106, 1.0417, 1.2294], [0.6588, -1.7074, 1.2091], [1.8240, 0.7858, -0.2464], [0.2239, -1.0193, -0.2127], [-3.6506, -1.4794, -2.2201], [-3.5618, -2.4290, -0.9523], [-2.0432, -1.7569, -1.4615], [-3.6649, 2.1103, -0.3040], [-1.8910, 1.6932, -0.4907], [-2.7086, 2.9732, 0.6187], [2.1608, -3.0041, 1.5700], [0.8160, -3.4466, 0.4180], [0.5510, -3.3344, 2.2494], [0.0168, 1.9771, 1.1914], [1.4836, 1.8880, 1.9107], [1.4488, 3.1459, 0.7877], [2.7904, 2.0171, -2.0677], [1.7772, 0.6156, -2.7264], [1.0045, 2.0671, -2.1335], [3.6056, -0.8996, 0.2744], [4.3110, 0.7745, 0.0040], [3.5972, 0.2604, 1.5700], [-2.5034, -1.0768, 1.3078]]}